Record 1
This record from the OMol25 dataset describes C4H7NO2 in the gas phase. The level of theory is ωB97M-V with the def2-TZVPD basis set.

The calculation puts the HOMO energy at -9.2 eV. The relative energy (zero: lowest compared OMol25 entry of this formula, charge and spin) is 6.928 eV. For the HOMO-LUMO gap, the calculation gives 10.11 eV. The value obtained for the LUMO energy is 0.9 eV. Its electronic energy is -361.626249 hartree.

Geometry (Å):
C -0.991 -0.426 -1.658
N -1.383 0.818 -1.230
O -0.400 1.305 -0.044
C -0.744 0.387 0.912
C 0.681 -0.105 1.094
C 1.145 -0.301 -0.258
O 0.199 -0.869 -1.276
H -1.771 -0.929 -2.499
H -0.997 1.055 1.852
H -1.615 -0.285 0.739
H 0.722 -1.129 1.661
H 1.417 0.638 1.488
H 1.603 0.651 -0.374
H 2.134 -0.809 -0.406

---

Record 2
This record from the OMol25 dataset describes a molecular structure, C12H30F10Li4N5O28P2S10. The level of theory is ωB97M-V with the def2-TZVPD basis set.

The calculation puts the HOMO energy at -7.4 eV. For the HOMO-LUMO gap, the calculation gives 6.73 eV. Its net charge is -1. The value obtained for the LUMO energy is -0.7 eV. Its electronic energy is -8549.422780 hartree.

Geometry (Å):
Li 16.154 6.198 1.721
Li 18.867 2.369 -0.540
Li 11.033 4.999 -1.073
Li 14.305 4.684 2.374
N 10.275 6.219 -2.335
S 11.253 7.367 -3.142
O 10.650 8.525 -3.727
O 12.365 6.879 -3.867
F 12.021 7.825 -1.778
S 9.301 5.976 -3.636
O 9.882 5.101 -4.616
O 8.354 7.010 -3.999
F 8.247 5.006 -2.883
N 15.232 4.941 0.603
S 15.759 3.462 -0.119
O 17.120 3.371 -0.552
O 14.829 2.548 -0.703
F 15.819 2.779 1.345
S 14.649 5.441 -0.775
O 13.252 5.195 -1.031
O 15.544 5.518 -1.875
F 14.430 6.959 -0.252
N 15.072 6.094 3.383
S 14.624 7.574 3.675
O 15.609 8.569 4.002
O 13.264 7.754 4.046
F 14.571 7.827 2.049
S 15.485 6.022 5.089
O 14.543 6.472 6.091
O 16.881 5.968 5.404
F 15.070 4.466 5.166
N 19.183 2.341 -2.453
S 19.383 1.067 -3.324
O 20.338 1.124 -4.384
O 18.356 0.072 -3.421
F 20.350 0.326 -2.241
S 18.179 3.016 -3.702
O 16.833 2.570 -3.774
O 18.844 3.289 -4.947
F 18.014 4.416 -2.985
N 11.261 1.856 -4.312
S 12.038 2.545 -3.225
O 13.286 1.948 -2.815
O 11.309 3.186 -2.156
F 12.462 3.877 -3.986
S 10.364 0.883 -3.292
O 9.197 1.481 -2.659
O 11.056 -0.189 -2.638
F 9.634 0.137 -4.531
C 15.046 1.251 6.293
C 13.560 1.624 6.216
O 13.105 1.126 4.915
P 12.765 2.214 3.786
O 13.944 3.021 3.364
O 11.529 3.112 4.358
C 11.665 4.133 5.323
C 10.717 3.933 6.499
O 12.090 1.336 2.675
C 12.781 1.089 1.421
C 11.770 0.412 0.484
H 15.073 0.256 5.841
H 15.631 1.877 5.619
H 15.460 1.258 7.298
H 13.092 1.168 7.082
H 13.570 2.707 6.140
H 12.627 4.418 5.750
H 11.317 5.040 4.819
H 9.707 3.794 6.100
H 10.905 2.999 7.034
H 10.609 4.759 7.198
H 13.237 1.992 1.027
H 13.537 0.355 1.712
H 11.413 -0.509 0.948
H 10.904 1.016 0.226
H 12.306 0.067 -0.401
C 20.302 -3.261 0.217
C 19.912 -1.802 0.355
O 18.582 -1.852 0.907
P 17.817 -0.440 1.015
O 18.346 0.640 0.174
O 16.290 -0.703 0.719
C 15.608 -0.602 -0.540
C 15.049 -1.990 -0.881
O 17.963 -0.163 2.587
C 17.390 0.987 3.208
C 17.813 0.948 4.675
H 21.342 -3.434 -0.054
H 20.151 -3.747 1.185
H 19.641 -3.800 -0.460
H 20.668 -1.255 0.923
H 19.980 -1.327 -0.626
H 14.807 0.126 -0.649
H 16.320 -0.356 -1.331
H 14.390 -1.920 -1.752
H 15.828 -2.685 -1.184
H 14.358 -2.302 -0.097
H 17.731 1.942 2.785
H 16.338 1.071 2.920
H 17.308 0.119 5.177
H 18.873 0.741 4.825
H 17.611 1.831 5.280

---

Record 3
This record from the OMol25 dataset describes 2 unconnected molecules or ions with the total composition C14H16. The level of theory is ωB97M-V with the def2-TZVPD basis set.

The calculation puts the HOMO energy at -8.9 eV. The relative energy (zero: lowest compared OMol25 entry of this formula, charge and spin) is 0.977 eV. For the HOMO-LUMO gap, the calculation gives 9.81 eV. The value obtained for the LUMO energy is 0.9 eV. Its electronic energy is -543.036975 hartree.

Geometry (Å):
C -0.214 3.658 0.031
C -0.544 2.632 -1.045
C -0.195 1.304 -0.749
C -0.306 0.366 -1.771
C -0.661 0.795 -3.052
C -1.184 2.054 -3.237
C -1.124 3.018 -2.229
H 0.025 3.133 0.959
H -1.083 4.322 0.139
H 0.534 4.405 -0.244
H 0.193 1.062 0.229
H -0.203 -0.707 -1.630
H -0.625 0.169 -3.924
H -1.457 2.429 -4.223
H -1.746 3.898 -2.314
C -0.561 -2.254 3.436
C 0.205 -2.256 2.147
C 0.902 -1.105 1.846
C 1.598 -0.970 0.637
C 1.727 -2.042 -0.198
C 1.071 -3.216 0.154
C 0.177 -3.316 1.193
H -1.394 -1.567 3.387
H 0.112 -2.058 4.282
H -0.979 -3.229 3.682
H 0.796 -0.253 2.494
H 2.007 0.015 0.429
H 2.216 -2.021 -1.162
H 1.164 -4.078 -0.499
H -0.453 -4.187 1.232

---

Record 4
This record from the OMol25 dataset describes 9 unconnected molecules or ions with the total composition C26H50Br8N4OS. The level of theory is ωB97M-V with the def2-TZVPD basis set.

The calculation puts the HOMO energy at -8.7 eV. The relative energy (zero: lowest compared OMol25 entry of this formula, charge and spin) is 0.000 eV. For the HOMO-LUMO gap, the calculation gives 8.79 eV. The value obtained for the LUMO energy is 0.1 eV. Its electronic energy is -22305.160429 hartree.

Geometry (Å):
C -1.729 3.241 -4.679
C -1.760 2.447 -5.951
C -2.920 1.420 -6.019
C -4.154 2.086 -6.408
N -5.128 2.627 -6.660
H -1.798 2.581 -3.813
H -2.570 3.923 -4.538
H -0.787 3.780 -4.559
H -0.862 1.846 -6.119
H -1.816 3.064 -6.850
H -3.027 0.948 -5.041
H -2.643 0.608 -6.690
C 3.992 -1.589 -0.406
C 4.891 -2.561 0.368
C 6.380 -2.348 0.129
C 6.906 -1.201 0.866
N 7.298 -0.336 1.455
H 4.205 -0.567 -0.095
H 2.944 -1.873 -0.307
H 4.190 -1.665 -1.483
H 4.597 -3.585 0.130
H 4.650 -2.420 1.424
H 6.601 -2.228 -0.933
H 6.937 -3.226 0.466
C -3.312 -2.805 4.997
C -4.157 -1.756 4.296
C -3.658 -1.353 2.911
C -2.391 -0.587 3.025
N -1.438 0.084 3.152
H -2.233 -2.782 4.838
H -3.566 -3.794 4.595
H -3.526 -2.839 6.064
H -4.306 -0.857 4.892
H -5.146 -2.180 4.106
H -4.327 -0.648 2.419
H -3.386 -2.197 2.280
C -1.662 -2.124 -1.180
C -2.519 -2.797 -2.238
C -3.996 -2.485 -1.939
C -4.507 -3.138 -0.728
N -4.931 -3.629 0.217
H -2.016 -1.093 -1.018
H -0.600 -1.991 -1.384
H -1.764 -2.564 -0.187
H -2.454 -3.883 -2.154
H -2.311 -2.432 -3.239
H -4.669 -2.814 -2.735
H -4.157 -1.416 -1.775
C 1.372 5.032 5.417
S 1.022 3.706 4.245
O 2.207 2.805 4.275
C -0.269 2.798 5.121
H 0.748 4.982 6.307
H 1.159 5.971 4.904
H 2.427 4.974 5.663
H -1.064 3.461 5.470
H 0.116 2.414 6.076
H -0.556 1.931 4.535
Br 0.348 5.760 -3.196
C 0.851 5.365 -1.337
C -0.212 5.955 -0.469
Br 0.201 5.644 1.434
H 1.844 5.796 -1.271
H 0.972 4.286 -1.314
H -1.164 5.498 -0.705
H -0.208 7.031 -0.584
Br 2.517 2.093 1.017
C 0.653 1.601 1.223
C 0.203 0.506 0.316
Br 0.505 0.897 -1.590
H 0.110 2.532 1.082
H 0.477 1.280 2.249
H -0.840 0.257 0.497
H 0.749 -0.429 0.414
Br 2.296 -2.439 -6.378
C 3.011 -1.497 -4.802
C 1.957 -1.348 -3.742
Br 1.517 -3.101 -2.973
H 3.407 -0.590 -5.244
H 3.851 -2.057 -4.397
H 1.065 -0.942 -4.204
H 2.308 -0.785 -2.889
Br 3.382 -4.274 3.102
C 1.457 -4.226 3.355
C 0.896 -3.823 2.014
Br -1.085 -3.710 2.192
H 1.095 -3.576 4.147
H 1.090 -5.221 3.596
H 1.005 -4.604 1.274
H 1.215 -2.848 1.669

---

Record 5
This record from the OMol25 dataset describes CH3IOS in the gas phase. The level of theory is ωB97M-V with the def2-TZVPD basis set.

The calculation puts the HOMO energy (alpha / beta) at -9.7 / -9.7 eV. The relative energy (zero: lowest compared OMol25 entry of this formula, charge and spin) is 0.603 eV. For the HOMO-LUMO gap (alpha / beta), the calculation gives 7.98 / 7.98 eV. The value obtained for the LUMO energy (alpha / beta) is -1.7 / -1.7 eV. Its electronic energy is -810.964804 hartree.

Geometry (Å):
C -0.704 0.362 0.015
O 0.528 -1.864 0.737
S 0.500 -1.165 -0.557
I 2.446 0.695 -0.468
H -1.720 0.180 0.270
H -0.829 1.040 -0.865
H -0.220 0.752 0.868

---

Record 6
This record from the OMol25 dataset describes C25H38N4O4S in the gas phase. The level of theory is ωB97M-V with the def2-TZVPD basis set.

The calculation puts the HOMO energy at -8.3 eV. The relative energy (zero: lowest compared OMol25 entry of this formula, charge and spin) is 0.239 eV. For the HOMO-LUMO gap, the calculation gives 8.10 eV. The value obtained for the LUMO energy is -0.2 eV. Its electronic energy is -1893.633281 hartree.

Geometry (Å):
C -0.563 1.678 -2.854
C -1.044 1.798 -1.413
C -2.389 2.516 -1.282
C -3.575 1.602 -1.606
N -3.772 0.598 -0.573
C -4.195 -0.694 -1.085
C -3.002 -1.501 -1.601
C -3.405 -2.914 -2.012
C -2.208 -3.711 -2.516
C -4.572 1.082 0.537
C -4.203 0.360 1.845
N -2.773 0.295 1.985
C -2.069 1.148 2.741
O -2.552 1.906 3.570
C -0.589 1.117 2.498
C 0.168 1.948 3.264
N 1.496 2.133 3.130
C 2.199 2.993 4.054
C 2.151 1.557 2.066
C 3.498 1.835 1.781
C 4.101 1.288 0.670
C 3.380 0.461 -0.182
S 4.163 -0.187 -1.666
O 3.180 -0.214 -2.705
O 5.376 0.549 -1.866
N 4.604 -1.765 -1.366
C 3.530 -2.718 -1.184
C 3.381 -2.927 0.337
C 4.656 -2.316 0.947
C 5.526 -1.957 -0.270
C 2.069 0.163 0.085
C 1.442 0.685 1.218
C 0.040 0.317 1.469
O -0.500 -0.585 0.832
H 0.398 1.169 -2.894
H -0.446 2.663 -3.302
H -1.271 1.114 -3.456
H -1.142 0.805 -0.978
H -0.290 2.346 -0.839
H -2.498 2.884 -0.259
H -2.412 3.379 -1.950
H -3.379 1.095 -2.550
H -4.483 2.214 -1.744
H -4.661 -1.253 -0.270
H -4.952 -0.589 -1.883
H -2.246 -1.549 -0.816
H -2.554 -0.994 -2.457
H -3.849 -3.428 -1.156
H -4.165 -2.863 -2.796
H -1.449 -3.781 -1.741
H -1.766 -3.228 -3.384
H -2.508 -4.718 -2.798
H -4.355 2.143 0.669
H -5.656 0.976 0.356
H -4.607 0.910 2.698
H -4.601 -0.659 1.856
H -2.276 -0.210 1.256
H -0.333 2.506 4.045
H 2.577 3.883 3.545
H 3.034 2.460 4.511
H 1.515 3.307 4.839
H 4.068 2.494 2.415
H 5.126 1.513 0.423
H 3.821 -3.652 -1.675
H 2.636 -2.336 -1.671
H 2.491 -2.428 0.716
H 3.298 -3.987 0.569
H 4.417 -1.420 1.520
H 5.170 -3.013 1.606
H 6.193 -2.785 -0.525
H 6.118 -1.053 -0.143
H 1.489 -0.453 -0.585

---

no.,maximum force (eV/A)
1,6.86
2,8.93
3,2.25
4,4.19
5,4.16
6,1.22